Density functional theory data (ωB97M-V/def2-TZVPD) for a molecular structure, C40H36BrKN10O2.

Geometry as XYZ:
```
90
Properties=species:S:1:pos:R:3:forces:R:3
K -0.057977 0.019414 0.470513 -0.121 0.119 0.050
C 1.802652 2.694662 -1.620942 -0.002 0.010 0.001
N 0.721680 1.768406 -1.932660 -0.020 0.031 0.032
C 0.957985 1.086983 -3.197521 0.016 -0.017 0.014
C 0.389021 -0.316384 -3.269856 -0.026 0.026 -0.009
C 0.056996 -0.863856 -4.504730 -0.020 -0.006 -0.002
C -0.391178 -2.171663 -4.557481 -0.003 -0.003 0.005
C -0.503319 -2.889310 -3.376138 -0.006 0.006 -0.001
C -0.160038 -2.257118 -2.192403 -0.011 0.005 0.015
N 0.279486 -1.000377 -2.137190 0.123 -0.100 -0.026
C -0.551987 2.485851 -1.883869 -0.047 0.021 -0.056
C -1.737600 1.665299 -2.316603 -0.008 -0.029 0.017
C -2.408758 1.949837 -3.497900 0.003 0.006 0.003
C -3.502671 1.176454 -3.855672 0.003 0.003 -0.006
C -3.888670 0.147766 -3.016582 0.004 -0.011 0.007
C -3.161931 -0.057948 -1.851449 0.013 -0.033 0.011
N -2.112711 0.675853 -1.502107 -0.029 0.091 0.000
C 1.717045 3.224194 -0.211154 -0.029 -0.036 -0.012
C 1.538053 4.576536 0.040335 -0.014 -0.002 -0.002
C 1.461403 5.012916 1.354698 -0.005 0.005 0.004
C 1.571466 4.080923 2.369840 -0.005 -0.014 -0.002
C 1.750600 2.747386 2.027283 -0.019 -0.031 -0.002
N 1.818077 2.317104 0.766832 0.126 0.105 0.031
H 1.820343 3.545441 -2.323939 0.002 0.000 0.001
H 2.743056 2.157581 -1.733565 0.047 -0.032 -0.010
H 2.038664 0.992336 -3.337090 0.033 -0.011 0.023
H 0.586620 1.671807 -4.053642 0.011 0.005 -0.015
H 0.148668 -0.267956 -5.404542 0.000 0.000 0.003
H -0.656330 -2.622764 -5.505473 0.001 0.000 0.000
H -0.856064 -3.911453 -3.367051 0.001 -0.001 0.004
H -0.260338 -2.764796 -1.237237 0.006 -0.009 -0.007
H -0.510181 3.398387 -2.504351 0.022 -0.025 -0.035
H -0.723316 2.806530 -0.853137 -0.004 0.038 -0.026
H -2.074997 2.766851 -4.124575 -0.002 -0.003 -0.002
H -4.041953 1.377216 -4.772550 -0.001 -0.001 0.001
H -4.735752 -0.483624 -3.246779 0.000 0.002 -0.003
H -3.437905 -0.846400 -1.161495 -0.008 0.010 0.006
H 1.448739 5.270172 -0.785677 0.000 0.002 0.002
H 1.312523 6.061730 1.577819 0.000 0.000 -0.002
H 1.511926 4.366162 3.411300 -0.001 0.004 -0.001
H 1.810374 1.978064 2.786480 0.004 0.004 0.003
C 1.018944 -2.684864 2.458760 -0.003 0.030 0.012
N 1.569129 -2.222706 1.196540 -0.004 -0.003 -0.005
C 2.897932 -1.651242 1.284229 -0.023 0.008 -0.016
C 3.356039 -1.324228 -0.100323 0.083 -0.011 0.019
N 3.249027 -2.131262 -1.115460 -0.014 -0.021 0.013
C 3.780208 -1.431934 -2.187478 -0.012 0.031 -0.007
C 3.884931 -1.793543 -3.528203 -0.005 -0.008 0.003
C 4.464289 -0.891276 -4.401235 0.001 -0.001 -0.004
C 4.948197 0.348247 -3.957058 -0.019 0.003 0.009
C 4.848625 0.726271 -2.629439 -0.034 0.029 -0.007
C 4.240632 -0.175920 -1.763367 -0.029 0.005 -0.008
N 3.953715 -0.134041 -0.413144 0.005 -0.010 0.035
C -0.472344 -2.562398 2.434681 0.037 -0.087 -0.019
N -1.198586 -2.617398 1.348241 -0.119 -0.199 0.036
C -2.507191 -2.457659 1.798732 0.034 -0.006 0.018
C -3.707339 -2.464480 1.094562 -0.024 0.009 -0.021
C -4.875319 -2.229142 1.798126 0.004 -0.008 -0.019
C -4.858389 -1.998611 3.180206 0.024 0.000 0.020
C -3.676659 -2.025582 3.900586 -0.033 0.016 0.007
C -2.511542 -2.272053 3.187636 0.051 -0.023 -0.001
N -1.190470 -2.398257 3.581398 -0.008 0.125 -0.077
H 1.388326 -2.045484 3.259899 -0.006 0.004 0.000
H 1.294351 -3.721234 2.698340 0.006 -0.003 -0.018
H 1.544840 -2.939791 0.482710 0.022 0.005 -0.008
H 3.640957 -2.315233 1.752509 -0.004 -0.021 -0.007
H 2.847569 -0.741145 1.889618 -0.009 -0.001 -0.001
H 3.516971 -2.754401 -3.863781 0.004 0.001 -0.003
H 4.558903 -1.146336 -5.448821 -0.001 -0.004 0.001
H 5.413867 1.020459 -4.665995 -0.003 -0.001 -0.002
H 5.232246 1.679592 -2.287789 -0.011 0.007 0.008
H 3.943786 0.677983 0.182926 -0.010 0.009 -0.012
H -3.719341 -2.667597 0.031034 0.000 -0.002 0.001
H -5.823464 -2.225390 1.275529 0.002 -0.001 0.000
H -5.790626 -1.807042 3.695517 0.001 0.000 0.002
H -3.659082 -1.860060 4.969711 -0.003 0.000 0.000
H -0.795169 -1.915581 4.393722 -0.013 -0.043 0.030
Br -3.170467 3.188612 0.757369 0.013 0.005 -0.012
C -2.390762 2.913122 2.477307 -0.017 -0.038 0.022
C -2.679147 3.837829 3.468653 -0.020 -0.009 0.006
C -2.153809 3.592659 4.726397 -0.002 -0.009 -0.006
C -1.384543 2.458424 4.924356 -0.020 -0.004 0.007
C -1.127966 1.626830 3.844268 -0.004 -0.042 -0.021
N -1.631299 1.851247 2.621524 0.080 0.163 0.001
C -0.227731 0.407037 4.018077 0.040 0.016 0.004
O -0.344637 -0.213982 5.093190 -0.004 0.006 -0.002
O 0.534854 0.155444 3.058436 0.009 -0.058 0.005
H -3.298566 4.696275 3.257128 0.001 0.003 0.008
H -2.355893 4.275198 5.542181 0.001 0.004 -0.003
H -0.979401 2.193135 5.890354 -0.001 0.002 -0.002
```
Forces are in eV/Å.

## Properties
HOMO-LUMO gap: 8.3 eV
lowest unoccupied orbital energy: 0.26 eV
energy relative to the best compared isomer or geometry (same formula, charge and spin): 0.000 eV

---

Density functional theory data (ωB97M-V/def2-TZVPD) for 11 unconnected molecules or ions with the total composition C40H63N11O4.

Geometry as XYZ:
```
118
Properties=species:S:1:pos:R:3:forces:R:3
C -5.407762 0.131351 4.107134 0.266 1.055 -0.466
C -4.985849 0.754063 2.752569 -1.844 -1.795 -0.237
O -5.544385 0.353841 1.729260 -0.056 0.225 0.268
N -4.013698 1.633077 2.697860 2.281 0.982 0.151
C -3.229472 2.177290 3.788181 -0.978 1.156 0.479
H -5.071138 -0.903458 4.044218 -0.025 0.048 0.452
H -6.486959 0.176255 4.253467 -0.033 -0.216 -0.574
H -5.025648 0.701528 4.953883 0.472 -0.418 0.081
H -3.745808 2.048818 1.817235 -0.380 -0.333 -0.484
H -3.987228 2.678969 4.390018 0.394 -0.084 0.985
H -2.631036 3.020465 3.443194 0.102 -0.249 -0.470
H -2.572875 1.524093 4.362900 -0.334 -0.284 -0.182
C -2.136884 -3.587090 1.559759 0.154 -0.468 0.328
C -1.975009 -4.898898 0.833969 1.361 -0.657 0.043
O -0.981501 -5.622173 1.048703 -1.458 0.882 -0.414
N -2.871571 -5.181572 -0.136219 0.505 -0.416 -0.126
C -2.633273 -6.218074 -1.142773 -1.301 0.145 0.490
H -2.921110 -2.935289 1.174740 0.086 -0.031 0.009
H -1.150681 -3.127673 1.493010 -0.147 0.303 -0.055
H -2.289082 -3.811458 2.615507 -0.137 0.140 0.054
H -3.736902 -4.669093 -0.229394 0.417 0.196 0.117
H -1.583869 -6.435773 -1.341437 -0.172 0.470 0.099
H -3.206652 -5.832021 -1.985563 0.531 -0.378 -0.533
H -3.111763 -7.151485 -0.846315 0.095 -0.206 0.087
C 0.104148 -3.056754 -1.651997 0.083 -0.653 -0.128
C -0.581897 -3.404477 -2.944326 -0.079 0.826 1.128
O -1.178199 -2.524522 -3.547484 -0.249 0.108 -1.114
N -0.585460 -4.700796 -3.283058 -1.096 -0.037 -2.365
C -1.418107 -5.143153 -4.465454 0.121 -0.695 1.008
H 1.181921 -3.153630 -1.782795 0.122 0.052 0.215
H -0.239326 -3.819490 -0.953171 0.308 0.155 0.493
H -0.163834 -2.053574 -1.320453 0.024 -0.163 -0.108
H -0.119237 -5.383995 -2.703435 -0.048 0.077 -0.223
H -1.026657 -6.069241 -4.886444 0.306 0.057 0.161
H -1.590366 -4.459784 -5.296975 0.799 0.534 0.517
H -2.427198 -5.381472 -4.129251 -0.093 -0.015 0.235
C -2.789107 3.692708 -1.675050 -0.790 0.116 -1.037
C -3.589676 3.791298 -0.389384 0.568 -0.349 0.596
O -3.082397 3.399356 0.661664 0.447 0.115 0.308
N -4.870648 4.219215 -0.386710 0.533 0.153 0.684
C -5.712756 4.412286 0.842166 -0.715 -0.219 -1.256
H -3.372869 4.054525 -2.521468 -0.188 -0.152 -0.137
H -2.526891 2.654319 -1.877772 -0.272 -0.166 0.190
H -1.839100 4.214185 -1.791890 -0.051 0.336 0.991
H -5.262104 4.513794 -1.269935 -0.105 0.009 0.283
H -5.377039 4.228080 1.862683 1.296 0.004 -0.618
H -6.537140 3.703263 0.766046 -0.278 0.193 -0.186
H -6.082040 5.436250 0.785350 -0.171 -0.080 0.155
N 3.355384 1.434850 -4.793992 0.522 -0.513 -0.973
C 3.687865 1.328937 -3.507516 0.324 0.297 1.594
C 4.971925 0.826051 -3.427346 -0.163 0.347 1.441
C 5.426295 0.594313 -4.722185 0.013 -0.246 -0.303
C 4.389883 0.954107 -5.538932 -0.114 -0.345 -1.415
H 2.439689 1.681675 -5.141382 0.067 -0.136 0.056
H 2.997077 1.662647 -2.747353 0.122 -0.090 0.076
H 5.539224 0.663407 -2.522841 -0.145 0.004 0.047
H 6.377514 0.150935 -4.977113 -0.155 0.079 -0.226
H 4.247090 0.719406 -6.583405 0.079 0.389 -0.062
N -0.533596 1.845180 0.621913 -1.203 0.010 1.256
C -0.647736 0.727364 1.352119 -0.871 -1.331 3.061
C 0.377043 -0.164822 1.101969 -1.440 0.205 -0.304
C 0.986482 0.388325 -0.001815 1.826 0.951 -0.894
C 0.496556 1.680825 -0.175391 2.316 -0.725 -2.808
H -1.179378 2.615378 0.721216 -0.049 0.169 -0.295
H -1.388098 0.646253 2.134219 -0.069 0.239 -0.119
H 0.675129 -1.105387 1.541164 -0.657 -0.020 0.068
H 1.734228 -0.147668 -0.567487 0.317 0.511 -0.124
H 0.844050 2.412183 -0.890064 -0.288 0.078 0.003
N 2.095679 4.910551 -0.318225 1.662 0.022 -1.241
C 0.906326 5.415484 0.067245 -0.315 0.067 -0.446
C 0.398254 5.996537 -1.071812 -3.134 1.416 1.490
C 1.203314 5.872572 -2.163267 2.293 -0.917 0.409
C 2.335861 5.230708 -1.645560 -0.702 -0.343 -1.117
H 2.790399 4.474323 0.270978 -0.291 -0.051 -0.077
H 0.509090 5.245907 1.057128 0.045 0.248 -0.133
H -0.485049 6.614727 -1.135242 -0.409 -0.325 0.385
H 0.944988 6.203144 -3.158453 0.471 -0.040 0.048
H 3.158970 4.893402 -2.258013 0.330 -0.200 0.655
N 4.229929 -3.345384 -1.012640 0.391 1.058 -0.571
C 4.865265 -3.788734 0.113905 -0.187 -0.845 -0.294
C 5.039847 -2.714302 0.946146 0.722 -1.485 0.884
C 4.510342 -1.603368 0.321687 0.399 1.376 -0.385
C 4.119072 -1.981923 -0.930042 -0.953 0.493 0.071
H 3.989234 -3.837437 -1.861196 0.196 -0.287 0.347
H 5.119180 -4.836731 0.174133 0.025 0.132 0.291
H 5.581354 -2.700496 1.880485 -0.216 -0.197 0.051
H 4.541213 -0.626513 0.781249 -0.134 0.083 -0.478
H 3.760612 -1.336309 -1.718141 -0.186 -0.386 -0.165
N 3.929408 -1.570648 3.890372 0.674 1.986 -0.159
C 5.082462 -1.067236 4.467926 -0.168 -0.132 0.171
C 5.238015 0.265132 4.093359 0.676 -1.664 0.727
C 4.182070 0.559916 3.250557 -1.349 0.574 -0.183
C 3.361466 -0.542882 3.131178 0.238 -0.975 0.366
H 3.561140 -2.491423 4.081824 0.024 0.235 -0.386
H 5.639519 -1.730670 5.112860 0.184 0.260 -0.012
H 6.019958 0.973160 4.325038 0.066 -0.336 0.273
H 4.027526 1.592000 2.972504 -0.396 -0.274 -0.717
H 2.511290 -0.779317 2.508524 0.073 0.423 0.153
N -0.047885 0.098773 -4.553930 -0.438 2.097 -0.086
C 0.292657 0.807819 -5.666654 0.218 0.385 -0.208
C 0.548588 2.137585 -5.301203 -0.368 -0.533 -0.940
C 0.297672 2.277171 -3.929950 -0.920 -2.384 0.636
C -0.152149 0.994351 -3.519811 0.997 0.509 0.600
H -0.335909 -0.869273 -4.547867 -0.203 -0.151 0.386
H 0.249772 0.295299 -6.616338 0.348 0.286 -0.072
H 0.913330 2.942910 -5.921535 -0.176 -0.149 -0.326
H 0.462696 3.141849 -3.304242 -0.165 -0.048 -0.019
H -0.401550 0.632219 -2.533376 -0.002 0.089 -0.031
N 0.046695 -0.835903 5.988507 1.009 -0.597 1.044
C -1.171316 -0.672840 6.561042 -0.955 0.466 0.150
C -2.137578 -0.690218 5.575883 1.168 -0.545 -0.381
C -1.429466 -1.000210 4.375291 1.456 0.328 -0.111
C -0.032492 -1.088026 4.661456 -3.076 0.155 -0.604
H 0.879177 -0.907529 6.555897 -0.025 -0.003 -0.319
H -1.296808 -0.576827 7.629424 0.223 0.176 -0.095
H -3.198381 -0.511184 5.670992 0.179 -0.164 0.121
H -1.857337 -1.025532 3.383985 0.030 -0.260 0.029
H 0.793062 -1.352666 4.017384 -0.028 0.281 0.298
```
Forces are in eV/Å.

## Properties
<S²>: 0.750
HOMO-LUMO gap (spin up / spin down): 1.3 / 7.9 eV
charge: -1
2S+1: 2
lowest unoccupied orbital energy (spin up / spin down): 2.16 / 2.17 eV

---

Density functional theory data (ωB97M-V/def2-TZVPD) for 10 unconnected molecules or ions with the total composition C7H32F6N14O9P.

Geometry as XYZ:
```
69
Properties=species:S:1:pos:R:3:forces:R:3
P 0.456560 -0.633032 0.883105 1.382 -2.296 1.454
F 0.632908 -0.672107 -0.669654 0.769 0.306 -1.407
F 1.519867 0.588563 1.080217 -1.005 -0.523 -0.171
F -0.815564 0.283988 0.680751 -0.108 0.912 1.021
F 0.299380 -0.715149 2.568179 -0.251 0.484 -1.587
F -0.482884 -1.949919 0.733872 -0.809 -0.461 0.661
F 1.723708 -1.734840 1.032577 -0.321 0.988 0.148
O 0.219602 -2.193591 -3.136743 -1.091 -0.604 0.913
H -0.044491 -1.999736 -2.206625 0.833 -0.014 -0.921
H 0.966841 -1.638295 -3.360318 0.244 0.640 0.125
O 2.705053 -0.563280 -3.491983 -0.654 1.988 -0.771
H 2.907615 -1.399705 -3.163286 0.775 -2.181 0.925
H 2.538731 -0.008991 -2.711183 -0.182 0.240 0.048
C -4.127691 -2.782722 0.480922 -0.886 2.621 3.598
O -5.281254 -2.663106 0.061207 1.425 -0.162 -0.129
N -3.191735 -3.616125 0.052014 -0.450 -1.162 -1.481
N -3.665405 -2.040922 1.646928 0.009 -2.485 -1.975
H -3.541809 -4.329720 -0.558847 0.331 -0.287 -0.179
H -2.261963 -3.660290 0.393978 0.553 0.101 0.197
H -4.072260 -1.174289 1.868997 -0.414 0.820 0.237
H -2.795598 -2.342480 2.082051 -0.447 0.665 -0.329
C -0.214727 3.069648 3.643913 -1.945 -1.844 -0.036
O 0.088476 4.191740 3.911313 1.050 1.252 0.689
N -1.407307 2.840410 2.878170 1.068 0.344 -0.349
N 0.358613 1.894004 4.201429 0.081 1.819 -0.742
H -1.687563 3.711084 2.402672 0.361 -0.581 0.527
H -1.257368 2.135677 2.169218 -0.272 -0.417 -0.029
H 0.368263 1.129852 3.521702 0.229 -0.029 0.673
H 1.260951 2.164791 4.633343 -0.730 -0.683 -0.695
C 2.718470 2.436845 -1.369666 0.120 -1.463 -0.941
O 1.866616 1.532087 -1.561002 1.203 1.304 0.088
N 3.964153 2.188183 -0.867864 -0.021 -1.296 0.267
N 2.580142 3.709422 -1.769560 -0.732 1.740 -0.781
H 4.491523 2.992431 -0.635696 0.741 0.198 0.358
H 4.311251 1.254358 -0.615379 -0.719 0.997 -0.097
H 3.342009 4.406411 -1.692958 -0.942 -1.081 -0.041
H 1.698561 4.012942 -2.269315 0.819 -0.334 1.083
C -3.366013 -0.064577 -2.694780 2.455 2.697 -0.396
O -3.787311 1.056604 -2.392370 0.220 0.102 -0.765
N -3.969004 -1.155012 -2.289231 -1.935 -2.030 1.928
N -2.174215 -0.282075 -3.412236 -1.190 -0.104 0.489
H -4.680167 -0.990789 -1.534423 1.055 -0.497 -1.171
H -3.367960 -1.955927 -2.148077 -0.446 -0.156 -0.050
H -1.680884 -1.137260 -3.191958 0.167 0.184 -0.499
H -1.597004 0.503420 -3.677945 -0.258 -0.111 0.167
C -0.904691 3.744895 -2.490368 0.069 -0.597 -0.147
O 0.008469 4.544809 -2.324521 0.678 0.413 -0.172
N -2.159875 4.233508 -2.690837 -1.581 1.019 0.603
N -0.690732 2.388767 -2.567610 0.179 1.906 -0.527
H -2.265990 5.232335 -2.408631 0.300 -1.481 -0.449
H -3.016939 3.677067 -2.581760 0.903 -0.007 -0.134
H -1.448834 1.832925 -2.290238 -1.044 -0.957 0.470
H 0.249969 2.107021 -2.321619 0.144 -0.356 0.363
C -0.302267 -5.957671 0.612697 1.348 0.049 -1.658
O -0.524833 -7.054488 0.128103 0.473 0.670 -0.207
N -0.681877 -5.648007 1.874143 -0.511 1.045 0.072
N 0.362962 -4.851322 -0.002229 -1.271 -1.457 0.640
H -0.669752 -6.358996 2.557852 -0.244 -0.646 0.490
H -0.489394 -4.712819 2.153411 0.173 0.316 0.712
H 0.535547 -4.103882 0.635171 0.461 0.610 -0.129
H 0.972280 -4.908041 -0.803482 -0.416 -0.377 0.050
C 4.133894 1.673041 3.018727 0.773 2.337 0.374
O 5.240263 2.141881 3.364115 -1.769 0.413 -0.918
N 3.969193 0.360383 3.176195 -1.037 -3.442 -0.219
N 2.991191 2.396303 2.583611 1.254 0.375 0.215
H 3.182891 -0.219591 2.850857 0.344 1.036 0.048
H 4.767142 -0.224624 3.438602 -0.368 1.050 -0.151
H 2.200782 1.888499 2.202278 0.512 0.115 0.106
H 2.991482 3.419485 2.380077 0.547 -1.636 0.516
```
Forces are in eV/Å.

## Properties
HOMO-LUMO gap: 9.9 eV
charge: -1
lowest unoccupied orbital energy: 2.33 eV